# 1
{"formula": "C2H4N4O2", "method": "the ωB97M-V functional and the def2-TZVPD basis", "gap_ev": 9.6, "total_charge": 0, "e_homo_ev": -9.726, "e_lumo_ha": -0.0043, "relative_energy_kcal_mol": 81.4, "symbols": ["O", "H", "O", "C", "H", "N", "N", "H", "N", "C", "H", "N"], "positions_angstrom": [[-1.293, -1.272, 0.229], [0.702, 2.316, -0.139], [-2.905, 0.293, 0.127], [-0.474, 0.784, -0.234], [1.675, -0.021, 1.391], [1.673, 0.100, 0.291], [-0.002, -1.499, -0.105], [-0.214, -2.090, -1.014], [-0.330, 2.050, -0.046], [-1.774, 0.045, -0.061], [2.423, -0.460, -0.006], [0.520, -0.245, -0.434]], "forces_ev_per_angstrom": [[-3.9, 0.9, 1.1], [-1.6, -0.6, 0.3], [-0.4, 0.7, -0.4], [0.5, 1.3, -0.1], [-1.0, 0.1, -2.8], [0.1, 0.6, 2.5], [0.2, -2.1, -2.8], [1.5, 1.5, 1.7], [1.2, -1.8, -0.8], [1.6, -1.9, 1.3], [1.1, -0.7, -0.8], [0.7, 2.0, 0.8]]}


# 2
{"formula": "C35H30N11O6SbSe4Ti", "method": "the ωB97M-V functional and the def2-TZVPD basis", "multiplicity": 2, "gap_ev": [4.9, 5.1], "total_charge": -1, "e_homo_ev": [-3.594, -3.780], "e_lumo_ha": [0.0492, 0.0492], "relative_energy_kcal_mol": 81.7, "symbols": ["C", "H", "N", "N", "H", "H", "C", "Se", "H", "C", "H", "O", "C", "C", "C", "C", "N", "C", "O", "C", "C", "C", "H", "C", "N", "H", "C", "N", "H", "Se", "C", "O", "C", "N", "C", "H", "N", "C", "H", "C", "H", "H", "H", "N", "H", "C", "H", "C", "H", "H", "C", "H", "C", "H", "N", "C", "Ti", "C", "Se", "N", "C", "C", "C", "C", "C", "H", "H", "H", "H", "O", "Se", "C", "H", "C", "N", "H", "H", "H", "C", "O", "C", "H", "C", "C", "H", "O", "Sb", "H"], "positions_angstrom": [[0.008, 4.127, 1.477], [-5.380, -0.302, 2.832], [-1.725, -0.421, -6.512], [2.786, -3.355, -2.090], [-3.264, 1.070, 1.315], [-4.849, 1.746, 1.815], [-4.340, 0.871, 1.402], [-0.063, -2.731, 1.349], [0.113, 1.870, -0.275], [3.445, 3.540, 2.924], [-6.007, -0.300, -3.496], [-1.870, -1.457, -7.146], [-1.329, 0.608, -3.001], [7.031, -2.045, 0.213], [1.587, -3.529, -1.595], [1.235, 4.320, 2.340], [-0.396, 2.747, 1.598], [3.455, 4.391, 4.031], [-1.353, -0.616, -1.019], [-3.613, -1.222, 2.435], [-5.727, -0.054, -2.483], [4.991, -0.243, -0.272], [0.386, 5.766, 3.671], [-1.532, -1.747, -4.484], [-0.807, 2.243, 2.770], [-1.253, 1.509, -2.408], [5.549, 1.001, 1.758], [-4.088, -0.190, -0.753], [-7.518, 1.031, -2.018], [-1.183, -6.352, 0.108], [1.249, 5.158, 3.446], [4.428, 1.753, 1.620], [-1.554, -0.509, -5.106], [6.255, 1.389, 2.784], [4.516, 2.612, 2.669], [1.092, -4.482, -1.539], [5.604, 2.405, 3.358], [-3.831, -2.235, 3.511], [2.340, 2.865, 1.225], [5.187, -1.297, -1.147], [-2.854, -2.528, 3.939], [-4.481, -1.863, 4.299], [-6.754, 1.556, 0.294], [1.025, -2.381, -1.152], [-0.807, 4.781, 1.795], [6.846, -0.986, 1.078], [-1.600, -2.648, -5.078], [-0.860, 0.950, 2.562], [-1.463, -4.021, -2.995], [6.346, -3.048, -1.554], [-6.559, 0.686, -1.661], [-4.288, -3.132, 3.068], [6.205, -2.208, -0.890], [2.360, 5.851, 5.136], [3.012, -2.043, -1.957], [-0.214, 1.733, 0.735], [-1.944, -1.939, 0.030], [1.941, -1.471, -1.382], [-4.093, -3.307, 0.050], [-0.512, 0.589, 1.306], [-1.377, -0.616, -2.310], [-1.432, 0.677, -4.369], [4.274, -1.465, -2.342], [-1.458, -1.841, -3.082], [-6.131, 0.983, -0.377], [0.232, 4.321, 0.424], [7.822, -2.758, 0.394], [7.479, -0.843, 1.938], [4.311, 4.382, 4.685], [-1.520, -3.196, -1.150], [-0.234, -2.574, 3.590], [-4.879, 0.540, 0.029], [-3.864, -1.120, -2.565], [-4.515, -0.489, -1.971], [-4.497, -0.216, 2.352], [4.198, 0.469, -0.445], [4.086, -0.493, -2.811], [-1.124, 0.245, 3.328], [5.809, -0.082, 0.846], [-2.629, -1.253, 1.677], [2.339, 3.528, 2.078], [4.722, -2.144, -3.072], [2.364, 5.199, 4.274], [-1.475, -3.087, -2.426], [1.843, -0.427, -1.158], [-1.735, 0.691, -7.029], [-2.063, -4.558, 1.451], [-1.427, 1.621, -4.893]], "forces_ev_per_angstrom": [[0.2, 0.2, 0.2], [0.2, -0.1, 0.1], [-0.2, 0.1, -1.3], [0.7, -0.8, -0.4], [-0.3, 0.1, 0.0], [0.1, -0.1, -0.1], [0.2, 0.1, -0.2], [0.3, -0.8, 0.2], [0.1, 0.1, -0.3], [-0.8, 0.4, -0.2], [0.0, -0.1, -0.1], [0.1, 0.2, 0.0], [0.0, -0.4, 0.5], [0.0, 0.0, -0.1], [0.0, 0.4, 0.1], [0.0, 0.2, 0.1], [-0.3, -0.4, -0.5], [0.1, -0.2, -0.2], [0.6, 1.2, -0.4], [-0.6, -0.1, 0.6], [0.0, 0.0, 0.1], [0.2, 0.0, 0.2], [-0.1, 0.1, 0.0], [0.0, 0.2, -0.1], [-0.2, 0.6, 0.8], [0.0, 0.1, 0.0], [0.3, 0.6, 0.9], [-0.1, 0.1, 0.2], [-0.1, 0.0, 0.0], [-0.1, 0.0, -0.1], [0.0, -0.1, -0.2], [0.2, 0.0, 0.2], [0.2, 0.0, 1.5], [0.5, -1.4, -1.1], [1.1, -0.5, 0.3], [-0.1, -0.2, 0.0], [-1.3, 1.3, 0.4], [0.1, -0.4, 0.1], [-0.1, -0.1, 0.0], [0.1, -0.1, -0.1], [-0.3, 0.2, -0.3], [-0.1, 0.1, 0.0], [0.0, 0.1, 0.1], [0.3, 0.5, -0.4], [0.1, -0.1, 0.0], [-0.2, 0.2, 0.0], [0.0, 0.0, 0.0], [0.1, 0.2, -0.2], [0.0, 0.2, 0.1], [0.0, -0.1, -0.1], [0.1, 0.0, -0.1], [0.2, 0.3, 0.0], [-0.1, 0.1, 0.0], [0.0, 0.0, 0.1], [-0.3, 0.2, 0.0], [-0.2, -0.3, 0.2], [-1.5, 0.1, 1.5], [-0.3, -0.4, -0.1], [0.4, -0.3, 0.4], [0.3, 0.1, -0.2], [0.2, 0.4, -2.4], [0.0, 0.0, -0.5], [0.3, 0.1, 0.1], [0.2, 0.3, 0.3], [0.0, 0.0, 0.0], [-0.1, 0.0, 0.1], [0.1, 0.0, 0.0], [0.1, 0.0, 0.1], [0.1, 0.0, 0.1], [0.7, -1.0, -1.0], [0.2, 0.4, 1.1], [-0.1, 0.2, 0.0], [-0.1, 0.0, 0.0], [-0.1, -0.1, -0.3], [0.3, -0.2, -0.1], [-0.1, 0.1, -0.1], [0.0, -0.2, 0.0], [0.0, -0.2, 0.1], [-0.2, -0.5, -0.7], [-0.7, 1.1, 1.6], [0.3, 0.1, 0.2], [-0.1, 0.2, 0.1], [0.0, 0.1, 0.0], [0.0, -0.4, -1.5], [0.1, 0.2, 0.0], [0.0, -0.3, 0.0], [-0.5, -1.5, 0.3], [0.0, 0.0, 0.0]]}


# 3
{"formula": "C4H8N2O2", "method": "the ωB97M-V functional and the def2-TZVPD basis", "gap_ev": 10.1, "total_charge": 0, "e_homo_ev": -9.522, "e_lumo_ha": 0.0225, "relative_energy_kcal_mol": 25.8, "symbols": ["O", "H", "H", "H", "H", "H", "N", "H", "C", "C", "H", "C", "C", "O", "N", "H"], "positions_angstrom": [[-1.034, 0.801, -1.938], [1.333, 1.002, -0.425], [-2.185, 0.944, 0.936], [-0.729, -0.695, 0.933], [-0.639, -1.998, -1.139], [-2.895, 1.696, -0.427], [-2.288, 0.981, -0.065], [1.859, -1.061, 1.839], [2.116, -0.391, 0.992], [0.988, 0.435, 0.439], [0.809, -1.322, -1.461], [-1.199, 0.549, -0.769], [-0.258, -0.351, 0.052], [3.246, -0.308, 0.596], [0.132, -1.502, -0.734], [0.744, 1.220, 1.171]], "forces_ev_per_angstrom": [[0.3, -0.1, -0.2], [0.3, -0.2, -0.2], [-0.3, 0.0, 0.0], [-0.8, -0.4, 1.0], [-0.3, -0.1, -0.1], [0.1, 0.0, -0.2], [0.2, 0.0, 0.6], [0.0, 0.0, -0.1], [-0.2, -0.1, 0.1], [-0.1, 0.9, -0.3], [-0.1, 0.4, 0.0], [-0.5, 0.3, 0.3], [0.8, 0.2, -1.6], [0.1, -0.1, 0.0], [0.6, -0.5, 0.5], [-0.1, -0.3, 0.1]]}


# 4
{"formula": "C2HClF2O2", "method": "the ωB97M-V functional and the def2-TZVPD basis", "gap_ev": [8.7, 8.7], "total_charge": 0, "e_homo_ev": [-9.824, -9.821], "e_lumo_ha": [-0.0419, -0.0419], "relative_energy_kcal_mol": 127.2, "symbols": ["O", "C", "H", "F", "O", "F", "C", "Cl"], "positions_angstrom": [[-0.989, -1.782, 0.949], [0.163, -1.616, 0.443], [0.189, 0.588, 0.271], [0.894, -0.268, -1.272], [-1.979, -0.873, 1.040], [1.932, -0.243, 0.835], [0.752, -0.293, 0.082], [1.119, -2.923, 0.579]], "forces_ev_per_angstrom": [[0.4, -0.6, -0.5], [-2.6, 1.3, 1.6], [-0.8, 0.4, 0.9], [1.2, -0.2, 0.2], [0.6, 0.6, -0.3], [-0.8, 0.3, -1.6], [0.6, 0.0, -0.1], [1.4, -1.7, -0.3]]}


# 5
{"formula": "CHFO2", "method": "the ωB97M-V functional and the def2-TZVPD basis", "multiplicity": 3, "gap_ev": [9.1, 10.3], "total_charge": 0, "e_homo_ev": [-8.206, -12.995], "e_lumo_ha": [0.0325, -0.0997], "relative_energy_kcal_mol": 19.9, "symbols": ["C", "F", "O", "H", "O"], "positions_angstrom": [[0.066, 0.134, -0.129], [-0.025, 0.431, 1.414], [0.363, -1.184, -0.293], [0.505, 1.164, -0.418], [-0.910, -0.546, -0.573]], "forces_ev_per_angstrom": [[1.7, 1.7, 4.5], [0.0, -0.7, -3.2], [13.7, -4.9, 2.7], [-0.5, -2.3, -0.3], [-14.9, 6.2, -3.7]]}


# 6
{"formula": "C27H43IrN2O6S3Si2", "method": "the ωB97M-V functional and the def2-TZVPD basis", "multiplicity": 5, "gap_ev": [8.1, 6.3], "total_charge": 0, "e_homo_ev": [-7.895, -8.170], "e_lumo_ha": [0.0090, -0.0694], "symbols": ["C", "H", "H", "H", "H", "C", "H", "H", "C", "H", "C", "C", "C", "H", "O", "O", "O", "Si", "C", "H", "H", "N", "C", "C", "H", "H", "C", "H", "C", "H", "C", "C", "H", "H", "C", "H", "Si", "O", "H", "H", "H", "Ir", "H", "H", "C", "C", "C", "N", "H", "C", "C", "S", "H", "H", "S", "C", "C", "C", "O", "H", "C", "O", "H", "H", "H", "H", "H", "H", "H", "H", "H", "C", "H", "C", "H", "H", "S", "H", "C", "H", "H", "H", "C", "H"], "positions_angstrom": [[2.909, 2.334, -2.306], [0.249, -2.234, -3.531], [3.736, 2.229, -4.295], [-4.461, -2.485, 4.667], [2.081, 4.181, -1.588], [4.346, -2.384, -1.129], [-0.815, -2.615, -2.167], [-4.884, 6.478, 1.837], [-4.200, 5.820, 1.312], [-1.010, -4.600, 5.981], [-0.799, -0.518, -2.692], [0.160, 0.196, 4.199], [-1.488, 3.179, -0.626], [-3.042, 5.191, -1.844], [-0.601, 3.234, 2.775], [0.158, -0.220, -1.603], [-2.369, 1.609, 2.261], [1.812, -0.226, -1.568], [3.199, -3.691, -2.925], [2.659, -3.626, -3.875], [0.860, 2.963, -2.019], [-0.172, -0.317, 3.007], [-1.374, -4.979, 5.019], [-0.910, -1.438, 2.890], [-0.504, -5.270, 4.418], [1.787, 2.807, -0.508], [-2.637, 4.053, 1.306], [-3.581, -3.730, 1.948], [-0.211, -0.434, 5.359], [3.746, -1.453, -4.408], [-2.474, 4.166, -0.060], [-0.953, -1.606, 5.255], [-2.128, -4.744, 1.890], [-2.257, 0.825, -1.847], [-0.477, 0.371, -3.886], [0.544, 0.190, -4.245], [-2.393, -3.713, 4.123], [2.560, 0.932, -2.415], [0.065, -0.017, 6.320], [2.038, 2.760, -4.229], [-3.578, -5.322, 2.751], [-0.157, 0.404, 0.907], [0.722, 1.124, 4.189], [-3.567, -2.895, 6.144], [-3.491, 4.866, 2.029], [3.558, -2.303, -2.430], [-2.182, -0.221, -2.142], [-0.932, 2.397, 0.393], [4.594, -0.540, -3.150], [-3.176, 5.115, -0.772], [-1.335, -2.152, 4.028], [-1.228, -1.767, 1.195], [4.560, 3.466, -1.495], [-1.972, -5.881, 5.213], [2.129, -0.063, 0.542], [-3.866, -3.266, 5.156], [3.013, 2.833, -3.735], [4.341, -1.545, -3.494], [-1.221, 3.116, -1.800], [2.559, -4.193, -2.193], [1.841, 3.113, -1.554], [2.294, -1.646, -2.187], [3.337, 3.880, -3.752], [3.757, -2.890, -0.357], [5.024, 1.891, -2.175], [-2.408, -0.858, -1.280], [-1.169, 0.152, -4.704], [-0.573, 1.423, -3.610], [4.105, -4.290, -3.075], [5.276, -2.938, -1.286], [-2.928, -0.413, -2.920], [-2.969, -4.435, 2.522], [-1.514, -2.238, -3.759], [-0.706, -1.993, -3.063], [-4.508, -4.145, 5.303], [-4.610, 6.700, -0.602], [-1.595, 2.762, 1.852], [4.599, -1.382, -0.762], [4.255, 2.420, -1.604], [-3.601, 4.766, 3.105], [4.186, 1.976, -0.606], [-1.253, -2.111, 6.174], [-4.045, 5.943, -0.071], [5.267, -2.081, -3.727]], "forces_ev_per_angstrom": [[-0.1, -0.1, 0.1], [-0.1, 0.0, 0.0], [-0.1, 0.1, 0.1], [0.1, -0.1, 0.1], [0.0, -0.1, 0.0], [0.0, 0.1, 0.1], [0.0, 0.1, -0.1], [0.0, 0.0, -0.1], [-0.1, 0.1, -0.1], [0.0, -0.1, -0.1], [0.4, 0.0, 0.1], [0.1, 0.0, -0.4], [0.3, -0.2, 0.5], [0.0, 0.0, 0.1], [0.0, 0.1, 0.0], [-0.2, 0.0, -0.6], [0.0, 0.1, 0.2], [-0.1, 0.0, 0.0], [-0.1, -0.2, -0.1], [0.1, 0.0, 0.1], [0.3, 0.0, 0.1], [0.0, 0.3, 0.2], [0.2, -0.3, 0.2], [0.0, 0.0, 0.3], [-0.1, 0.0, 0.1], [0.0, 0.0, 0.0], [0.0, 0.1, -0.1], [0.1, -0.1, 0.1], [0.0, -0.1, 0.2], [0.1, 0.0, 0.1], [0.2, -0.2, 0.1], [-0.1, -0.2, 0.0], [-0.2, 0.0, 0.1], [0.0, 0.0, 0.0], [0.1, 0.0, 0.0], [-0.1, 0.0, 0.1], [0.1, 0.1, 0.0], [0.0, 0.1, 0.0], [0.0, 0.0, -0.1], [0.1, 0.0, 0.0], [0.1, 0.2, -0.1], [0.2, -0.6, -0.8], [-0.1, -0.1, -0.1], [-0.1, -0.1, -0.1], [0.1, -0.1, 0.1], [-0.1, 0.2, 0.1], [-0.1, 0.1, 0.1], [-0.4, 0.1, 0.1], [0.0, -0.1, 0.0], [-0.2, 0.2, -0.1], [0.2, 0.2, -0.2], [0.0, 0.3, 0.1], [0.0, -0.1, 0.0], [0.1, 0.1, 0.0], [-0.2, 0.2, 0.1], [-0.4, 0.1, 0.3], [0.0, 0.0, -0.2], [0.0, 0.1, -0.1], [-0.2, -0.2, -0.2], [0.1, 0.0, -0.1], [-0.1, -0.1, -0.2], [0.1, -0.1, 0.0], [0.0, -0.1, 0.0], [0.1, 0.1, -0.1], [-0.1, 0.0, 0.1], [0.0, 0.1, -0.1], [0.0, 0.0, 0.1], [0.0, 0.0, 0.0], [-0.1, 0.1, 0.0], [-0.1, 0.1, 0.0], [0.1, 0.0, 0.1], [0.0, 0.0, -0.4], [0.1, 0.0, 0.1], [0.1, -0.1, 0.1], [0.1, 0.2, 0.0], [0.0, 0.0, 0.0], [-0.1, -0.1, 0.2], [0.0, -0.1, -0.1], [0.1, 0.0, 0.1], [0.0, 0.0, -0.2], [0.0, 0.0, -0.1], [0.0, 0.1, -0.2], [0.0, 0.0, 0.1], [-0.1, 0.1, 0.0]]}